Entry from OMol25: C36H32CrF3IN5O5PS3 as an isolated structure at a distorted geometry (the ωB97M-V functional and the def2-TZVPD basis).

```
87
Properties=species:S:1:pos:R:3:forces:R:3:mulliken_spin:R:1
Cr -0.042 -0.069 -1.674 0.13 0.10 1.45 0.9906
N 2.449 -1.844 -3.101 0.10 -0.04 0.27 0.0041
C 3.250 -1.856 -1.996 -0.14 0.03 -0.19 -0.0074
C 4.098 -2.896 -1.688 0.12 -0.13 0.11 -0.0011
C 4.983 -2.816 -0.596 -0.05 -0.01 -0.10 0.0002
C 5.073 -1.678 0.154 -0.04 0.06 -0.01 -0.0004
C 4.201 -0.596 -0.131 0.10 -0.01 0.14 0.0011
C 4.297 0.653 0.525 0.10 -0.07 0.07 -0.0017
C 3.465 1.664 0.163 -0.12 0.09 -0.05 -0.0019
C 2.422 1.397 -0.750 0.03 0.05 0.03 0.0009
N 2.256 0.234 -1.335 0.26 0.01 -0.03 -0.0085
C 3.218 -0.720 -1.127 -0.15 0.01 -0.16 -0.0023
H 2.128 -0.955 -3.462 0.03 0.00 -0.03 0.0022
H 2.533 -2.597 -3.760 0.04 -0.01 -0.04 0.0002
H 4.095 -3.776 -2.321 0.03 0.02 0.02 0.0000
H 5.638 -3.654 -0.387 -0.03 0.00 -0.02 0.0000
H 5.807 -1.576 0.945 -0.03 0.00 -0.01 0.0000
H 5.053 0.793 1.291 -0.02 -0.01 -0.04 -0.0001
H 3.543 2.650 0.602 0.00 -0.01 -0.02 0.0002
H 1.682 2.158 -0.960 -0.03 -0.03 0.00 0.0011
S 0.263 -2.228 -0.539 0.01 0.07 -0.19 -0.0080
C -1.049 -2.558 0.606 0.05 0.14 0.12 0.0077
C -0.707 -3.059 1.867 -0.05 0.01 0.02 -0.0022
C -1.685 -3.397 2.796 -0.01 0.00 -0.08 0.0024
C -3.028 -3.231 2.489 0.08 -0.15 -0.17 -0.0033
C -3.379 -2.713 1.247 0.12 -0.16 -0.15 0.0023
C -2.406 -2.379 0.312 -0.05 -0.04 0.10 -0.0022
H 0.342 -3.182 2.111 -0.03 -0.01 -0.01 0.0010
H -1.392 -3.785 3.765 0.01 0.00 -0.01 0.0000
H -3.792 -3.489 3.212 0.00 0.00 -0.01 -0.0002
H -4.423 -2.557 0.998 0.07 -0.02 0.01 0.0000
H -2.689 -1.961 -0.646 0.03 -0.05 0.02 -0.0003
O -4.199 -0.246 -3.071 0.06 -0.16 -0.03 0.0021
S -3.105 0.501 -2.435 -0.19 0.33 0.14 0.0096
N -1.908 -0.215 -1.979 -0.69 -0.18 -0.51 -0.0165
N -0.226 0.793 -0.042 0.10 -0.14 -1.00 -0.0175
P -0.676 1.194 1.357 -0.04 -0.04 0.45 0.0296
C 0.433 0.615 2.683 0.11 -0.01 0.08 0.0121
C 1.390 -0.335 2.346 0.03 -0.01 0.06 0.0071
C 2.294 -0.787 3.303 -0.04 0.02 -0.03 0.0000
C 2.243 -0.288 4.597 -0.03 0.01 -0.04 -0.0004
C 1.288 0.665 4.940 -0.01 -0.03 -0.05 0.0006
C 0.389 1.116 3.985 0.05 -0.02 0.02 -0.0005
C -0.656 3.001 1.644 0.04 0.12 -0.08 -0.0048
C 0.589 3.624 1.764 -0.06 0.01 -0.01 0.0025
C 0.686 5.003 1.876 -0.04 -0.06 0.00 -0.0005
C -0.466 5.781 1.870 0.00 -0.03 0.01 0.0005
C -1.707 5.173 1.756 0.00 -0.01 -0.01 -0.0006
C -1.801 3.790 1.642 0.03 0.04 0.06 -0.0019
C -2.335 0.663 1.892 -0.10 -0.06 -0.01 -0.0070
C -3.401 0.967 1.043 -0.05 -0.05 0.06 0.0089
C -4.693 0.576 1.357 0.04 0.00 -0.01 0.0019
C -4.933 -0.135 2.528 0.03 0.08 0.08 -0.0001
C -3.879 -0.460 3.369 -0.02 0.24 0.02 0.0001
C -2.584 -0.065 3.053 -0.02 0.14 -0.01 -0.0008
H 1.412 -0.719 1.329 0.01 0.00 0.03 0.0024
H 3.037 -1.527 3.027 -0.02 0.02 0.01 0.0000
H 2.950 -0.636 5.342 -0.01 0.00 -0.01 -0.0001
H 1.250 1.057 5.949 0.00 0.00 -0.02 0.0001
H -0.345 1.870 4.250 0.00 0.00 -0.01 -0.0001
H 1.486 3.016 1.778 0.01 0.01 -0.01 0.0016
H 1.658 5.473 1.967 -0.01 -0.01 0.00 0.0001
H -0.396 6.858 1.957 0.01 0.00 -0.01 0.0000
H -2.608 5.775 1.753 0.03 -0.03 0.00 0.0000
H -2.777 3.330 1.562 0.00 0.01 0.00 0.0011
H -3.203 1.501 0.125 -0.02 0.01 -0.08 0.0010
H -5.507 0.808 0.680 0.03 0.00 0.02 0.0003
H -5.940 -0.452 2.773 0.00 0.00 -0.01 0.0000
H -4.060 -1.044 4.264 0.02 0.04 -0.04 0.0000
H -1.765 -0.348 3.702 -0.02 -0.02 -0.01 0.0003
N -0.704 -3.191 -3.366 -0.13 -0.17 0.15 0.0028
C -0.527 -2.088 -4.071 -0.20 0.17 -0.35 0.0038
O -0.108 -1.030 -3.609 0.27 0.34 0.12 -0.0115
C -0.863 -2.123 -5.548 0.05 -0.15 0.06 0.0008
I 0.585 -3.283 -6.613 0.06 -0.04 -0.02 0.0005
H -0.499 -3.146 -2.355 0.02 0.02 -0.02 -0.0025
H -1.130 -4.001 -3.780 0.04 -0.02 -0.02 0.0003
H -0.813 -1.128 -5.967 -0.04 0.05 0.08 -0.0007
H -1.823 -2.591 -5.745 -0.02 0.05 0.04 0.0003
F -0.996 3.269 -5.352 -0.03 -0.04 -0.08 0.0000
C -0.346 2.100 -5.346 -0.06 0.09 0.10 0.0000
F -1.266 1.131 -5.292 0.01 -0.10 0.03 0.0001
F 0.309 1.975 -6.507 -0.03 0.04 -0.14 0.0000
S 0.861 2.058 -3.955 -0.12 0.20 0.69 0.0018
O 1.435 3.375 -4.027 -0.10 -0.06 0.17 -0.0007
O -0.007 1.839 -2.761 0.52 -0.32 -0.80 -0.0002
O 1.752 0.965 -4.255 -0.07 -0.12 -0.09 -0.0003
```
Positions in Å, forces in eV/Å.

Output
Total charge: -1
Strongest force on any atom (eV/Å): 1.46
Relative energy (zero: lowest compared OMol25 entry of this formula, charge and spin) (kcal/mol): 16.9
Expectation value of S²: 0.791
2S+1: 2
Frontier orbital gap (alpha / beta) (eV): 6.772 / 6.594


Entry from OMol25: C36H32CsN9O5S5 as an isolated structure at a distorted geometry (the ωB97M-V functional and the def2-TZVPD basis).

```
88
Properties=species:S:1:pos:R:3:forces:R:3:mulliken_charge:R:1
Cs 0.163 -0.733 0.299 -1.36 0.13 1.19 1.6778
C -4.137 2.316 0.706 -0.06 -0.05 -0.04 -0.6364
C -2.911 1.696 0.539 -0.03 0.10 0.08 -0.5400
N -2.789 0.534 -0.095 -0.14 -0.04 -0.01 0.0167
C -3.901 -0.036 -0.579 0.07 0.23 0.14 0.1757
C -5.128 0.620 -0.421 -0.01 0.09 0.06 -0.4357
N -5.252 1.776 0.216 0.01 0.01 0.01 -0.7167
C -3.759 -1.346 -1.255 -0.30 -0.50 -0.32 0.2156
C -4.847 -1.959 -1.844 0.16 0.30 0.18 -0.4832
C -4.710 -3.205 -2.506 -0.39 -0.28 -0.24 0.8854
C -3.397 -3.732 -2.517 0.31 0.06 0.10 -0.7077
C -2.367 -3.063 -1.887 -0.59 -0.17 -0.21 0.0803
N -2.524 -1.886 -1.250 0.41 0.29 0.23 -0.0820
C -0.999 -3.617 -1.894 0.27 0.05 0.06 0.1758
C -0.686 -4.912 -2.329 0.12 -0.11 -0.03 -0.3892
N 0.552 -5.382 -2.359 0.00 0.04 0.00 -0.7101
C 1.518 -4.563 -1.937 -0.02 -0.03 0.00 -0.5595
C 1.221 -3.294 -1.471 0.15 -0.21 -0.15 -0.1445
N -0.018 -2.825 -1.446 -0.20 -0.85 -0.69 -0.0619
C -5.820 -3.884 -3.126 0.35 0.21 0.20 0.9748
C -7.135 -3.359 -3.132 -0.14 0.00 -0.03 -0.6310
C -8.162 -4.055 -3.731 0.10 0.00 0.02 -0.3510
N -8.030 -5.240 -4.340 -0.17 -0.10 -0.09 -0.7751
C -6.789 -5.745 -4.341 0.05 0.08 0.05 -0.3504
C -5.692 -5.137 -3.772 -0.07 -0.10 -0.08 -0.5833
H -4.237 3.257 1.230 0.11 0.01 0.00 0.4484
H -2.003 2.146 0.925 -0.01 0.05 0.04 0.7132
H -6.052 0.216 -0.814 0.06 -0.11 -0.02 0.4886
H -5.812 -1.479 -1.804 0.00 -0.01 -0.02 0.1176
H -3.191 -4.655 -3.037 0.00 0.00 0.01 0.1390
H -1.448 -5.608 -2.653 -0.08 0.09 0.02 0.4226
H 2.531 -4.944 -1.962 0.02 0.08 0.04 0.4178
H 2.004 -2.632 -1.115 0.10 -0.02 0.04 0.3812
H -7.358 -2.408 -2.670 -0.02 0.00 0.00 0.2728
H -9.167 -3.642 -3.729 0.03 0.05 0.03 0.3545
H -6.678 -6.707 -4.834 0.06 0.01 0.02 0.3528
H -4.737 -5.641 -3.831 -0.01 -0.01 -0.01 0.2861
O 1.122 0.077 -3.126 0.12 0.03 -0.01 -0.6384
C 2.224 0.472 -3.470 -0.15 -0.05 -0.26 -0.4402
C 3.308 0.931 -2.629 0.04 -0.04 0.43 0.6330
C 4.431 1.450 -3.261 0.16 0.07 -0.14 -0.2528
C 5.536 1.864 -2.545 -0.56 -0.20 0.36 -0.6274
C 5.551 1.709 -1.134 0.15 0.07 -0.21 -0.3622
C 4.474 1.205 -0.486 -0.08 -0.05 0.10 -0.5129
C 3.259 0.818 -1.175 0.27 0.07 -0.25 -0.3420
O 2.258 0.410 -0.556 1.06 0.57 -0.45 -0.2169
N 6.656 2.427 -3.216 0.51 0.00 -0.35 1.0026
O 7.652 2.715 -2.560 -0.11 0.04 0.08 -0.6693
O 6.602 2.589 -4.432 -0.10 0.01 0.06 -0.6686
H 2.464 0.507 -4.555 0.00 -0.01 0.02 0.1817
H 4.444 1.532 -4.342 0.01 0.01 0.00 0.4577
H 6.446 1.990 -0.598 -0.01 0.03 0.02 0.4937
H 4.490 1.063 0.588 -0.02 -0.02 -0.01 0.6456
S 4.369 -3.325 2.165 0.24 0.02 -0.01 -0.4540
S 2.547 -2.827 2.658 -0.37 0.57 0.57 0.0089
S 2.564 -1.376 4.213 0.60 -0.57 -0.67 -0.0268
S 0.676 -0.878 4.487 -0.57 0.00 -0.03 -0.4523
C 5.381 2.400 5.348 -0.08 -0.02 -0.04 -1.5108
C 3.907 2.478 5.059 -0.04 0.03 0.03 0.5804
C 2.984 2.589 6.091 0.12 0.01 0.06 -0.9075
C 1.621 2.592 5.850 -0.19 -0.02 -0.15 1.0821
C 0.671 2.676 7.018 0.01 -0.05 -0.04 -1.9556
C 1.155 2.490 4.529 0.41 -0.04 -0.09 0.8740
C -0.297 2.399 4.292 -0.27 0.14 0.02 -0.3860
O -0.880 2.579 3.245 0.15 -0.07 0.05 -0.4915
C 2.077 2.401 3.468 -0.14 0.09 0.03 1.1564
C 1.646 2.302 2.036 -0.11 0.03 -0.06 -1.0947
C 3.434 2.402 3.757 0.04 -0.08 0.02 -0.9213
H 5.594 2.716 6.369 0.04 -0.01 -0.01 0.3614
H 5.952 3.024 4.659 0.01 0.00 0.01 0.3674
H 5.727 1.371 5.227 0.03 0.02 0.01 0.2770
H 3.342 2.658 7.114 -0.02 0.00 0.00 0.2228
H 1.224 2.859 7.939 -0.01 -0.01 0.00 0.3657
H 0.123 1.737 7.127 0.00 0.03 0.06 0.3543
H -0.056 3.479 6.891 -0.01 -0.01 0.06 0.4064
H -0.892 2.170 5.194 0.01 -0.08 -0.02 0.3756
H 1.034 3.165 1.774 -0.02 -0.04 -0.13 0.4378
H 1.032 1.411 1.853 0.21 0.32 0.25 -0.1962
H 2.517 2.262 1.384 -0.05 -0.05 -0.02 0.1184
H 4.144 2.309 2.941 -0.03 0.01 -0.01 0.2956
N -0.870 2.049 -2.230 0.20 -0.11 0.11 -0.2004
C -0.370 3.271 -1.998 -0.01 -0.13 0.05 0.3872
N 0.961 3.417 -2.188 -0.02 -0.24 -0.11 -0.3556
S -1.330 4.557 -1.528 -0.16 0.26 0.06 -0.4561
H -0.265 1.256 -2.425 -0.03 0.07 -0.04 0.2088
H -1.809 1.862 -1.928 -0.05 0.03 -0.05 0.0905
H 1.554 2.602 -2.203 0.07 0.01 0.01 0.0876
H 1.367 4.293 -1.923 -0.02 0.07 0.07 0.2279
```
Positions in Å, forces in eV/Å.

Output
Total charge: -2
Strongest force on any atom (eV/Å): 1.81
Frontier orbital gap (alpha / beta) (eV): 6.139 / 3.650